Density functional theory data (wB97M-V/def2-TZVPD) for a structure of composition C34H44F3InN5O2P.

Last column: Löwdin charge in e.
Element x y z (Å)
H: -0.35175 -2.06928 -3.35637  0.01
C: 0.49051 -4.61245 0.26579  -0.05
C: -4.63936 -6.85621 -0.31355  -0.14
C: 1.88161 -5.32802 0.19405  -0.24
P: 0.18829 1.62260 -2.11119  0.70
C: 2.89521 -0.71051 -0.49717  -0.65
H: -3.28856 0.77656 -2.36915  0.06
O: 4.07194 -0.19044 -0.33153  -0.22
H: 0.87903 7.95702 2.18356  0.11
C: 2.37699 -6.34578 1.34459  -0.13
H: -7.40336 3.64577 -2.49257  0.09
H: -0.98217 -3.01933 -0.82687  0.08
H: 0.35258 0.25864 1.20675  0.07
H: 3.62355 -5.70372 6.10323  0.08
C: -2.35226 0.25811 -2.81364  -0.21
H: -1.97959 -5.56257 -1.52596  0.13
C: 1.00486 11.11849 1.76477  -0.13
H: -0.94327 11.44376 0.71039  0.08
C: -0.38366 9.41252 1.30231  -0.14
F: 4.29561 -1.08257 -3.98897  -0.09
C: -5.68706 2.63387 -3.51474  -0.11
H: 6.26372 -5.13167 5.82336  0.08
N: -2.67863 -6.10428 -1.03677  0.03
C: 3.39426 -4.32055 4.42163  -0.15
H: -1.50521 1.04553 -0.23868  0.06
H: 3.14086 -3.85354 -2.96908  0.09
H: -4.44890 -5.14180 -1.73904  0.10
H: -0.23989 6.06599 2.42139  0.10
H: 1.32614 -2.64278 -4.09653  0.04
H: -2.68872 -0.40500 -3.69513  0.06
H: -0.87356 2.76585 -0.17459  0.05
C: 0.01703 -3.56295 -0.84341  -0.05
C: 0.43523 5.51400 3.05876  -0.17
H: 1.43529 12.10661 1.83858  0.08
C: -0.23637 10.77270 1.17607  -0.13
H: 4.09272 -2.97533 2.94059  0.16
H: -5.70392 -6.96959 -0.16739  0.08
H: -4.87152 1.20914 -5.03430  0.11
H: -0.43513 5.47354 5.06621  0.09
H: 1.90593 -5.94716 2.32208  0.05
C: 0.76175 -2.24452 -3.17467  -0.26
H: -1.93081 2.41223 -3.24362  0.04
C: -7.81924 2.20517 -4.08634  -0.16
C: 3.42430 0.09248 -4.00878  -0.42
N: 0.71957 8.92612 1.95015  0.01
H: -0.22398 -4.80231 1.14878  0.08
C: 2.87048 -5.07535 -0.99554  -0.05
O: 2.23031 -1.48188 0.44728  -0.30
F: 2.96430 0.19202 -5.37200  -0.08
C: -2.41496 -7.13881 -0.18533  -0.14
H: 2.06233 -7.42870 1.15227  0.06
H: -0.95646 1.29091 -4.33610  0.06
H: 1.60387 1.54403 0.52449  0.06
C: -1.32338 1.42186 -3.25504  -0.54
C: -3.61191 -7.62867 0.27869  -0.13
C: -7.03996 2.94981 -3.23450  -0.12
C: 1.57354 9.95806 2.23132  -0.14
H: 6.43063 -3.37658 3.75347  0.10
F: 4.25474 1.18501 -3.59550  -0.05
H: -1.39778 -7.43907 0.01703  0.11
In: 1.78732 -0.31229 -2.46944  0.62
H: 3.51464 -6.24767 1.49424  0.07
C: 1.52529 4.45218 4.71222  -0.12
H: -3.73321 -8.45141 0.96846  0.08
C: 2.26620 4.33637 3.56069  -0.13
C: 0.52076 1.32932 0.81188  -0.20
N: 1.59884 4.98963 2.56104  0.02
C: -4.03345 -5.92044 -1.11719  -0.15
C: 5.44800 -4.73945 5.23312  -0.14
H: 2.50927 9.77861 2.73892  0.11
H: -1.17723 8.75097 0.98900  0.11
H: -1.80663 -0.37412 -2.01124  0.05
C: 1.03797 -3.30654 -1.99472  -0.26
H: -4.81171 3.04032 -3.02952  0.09
C: -5.68471 1.70669 -4.52752  -0.13
N: 4.31015 -3.59833 3.70741  0.04
C: -0.53437 1.66973 -0.35825  -0.54
H: 0.29134 2.01735 1.72057  0.05
H: -8.89106 2.14798 -4.20352  0.10
C: 5.56477 -3.85060 4.19045  -0.15
C: 4.07070 -5.03789 5.37916  -0.14
H: 1.91371 5.07105 1.60679  0.15
N: -6.98637 1.44739 -4.86626  -0.01
H: -7.28428 0.80091 -5.57829  0.14
H: 2.34195 -4.26132 4.18831  0.11
C: 0.36444 5.19837 4.39382  -0.12
H: 3.89760 -5.58034 -1.08124  0.08
H: 3.20915 3.84755 3.36787  0.11
C: 2.42553 -4.05440 -2.08663  -0.04
H: 1.78956 4.04337 5.67635  0.09

Total charge: -2
Largest force on an atom in eV/A: 5.44
Kohn-Sham gap in eV: 4.0
DFT total energy in eV: -70124.699